{"formula": "C2H4N2O", "method": "ωB97M-V with the def2-TZVPD basis set", "homo_ev": -9.4, "e_tot_ev": -7165.9496, "e_lumo_ev": 1.0, "homo_lumo_gap_ev": 10.47, "total_charge": 0, "species": ["N", "C", "N", "C", "O", "H", "H", "H", "H"], "xyz": [[1.2332, 0.3464, -0.4523], [0.6191, 0.0390, 0.7333], [-0.4485, -0.6603, 0.7450], [-1.5821, -0.1588, -1.3990], [-2.6157, -0.5920, -1.2042], [1.9020, 1.0993, -0.4759], [1.1308, 0.4151, 1.6283], [-0.8418, -0.7890, 1.6701], [0.6030, 0.3003, -1.2453]], "atomic_forces_ev_per_a": [[-0.10, 0.08, 0.00], [-0.12, -0.08, 0.08], [0.34, 0.18, 0.20], [-1.50, -0.45, -0.13], [1.01, 0.50, -0.33], [-0.09, -0.10, 0.16], [-0.08, -0.04, -0.13], [0.26, -0.02, 0.11], [0.26, -0.07, 0.04]]}